Version one
Here is a cluster of 11 separate species, C44H88O11 in total from OMol25. Energies are from ωB97M-V/def2-TZVPD.

Each line ends with the Löwdin charge.
CARTESIAN COORDINATES (ANGSTROEM)
C1 -3.50737 3.55126 -0.56905  -0.1722
C2 -2.58824 2.44724 -0.35878  -0.2568
C3 -3.56853 1.38228 0.12068  -0.1531
O1 -4.76423 2.06861 0.51671  -0.0955
C4 -4.49476 3.49261 0.56551  -0.1402
H1 -3.92039 3.53147 -1.57757  0.1061
H2 -2.92626 4.47180 -0.51395  0.1187
H3 -1.79942 2.71012 0.34603  0.0191
H4 -2.06406 1.99061 -1.19832  0.0855
H5 -3.06134 0.97702 0.99625  0.0720
H6 -3.74996 0.68757 -0.69941  0.1028
H7 -4.16952 3.88463 1.52917  0.1191
H8 -5.35428 4.07381 0.23155  0.1193
C5 1.60712 -4.76748 -0.63854  -0.1249
C6 1.30259 -4.02345 -1.91068  -0.1002
C7 0.18541 -3.09827 -1.45010  -0.2020
O2 0.53188 -2.89292 -0.10546  -0.2312
C8 1.20824 -3.91248 0.53239  -0.2313
H9 2.65720 -5.05270 -0.57470  0.1105
H10 0.98391 -5.65566 -0.53444  0.1258
H11 1.15676 -4.79157 -2.67018  0.1180
H12 2.14187 -3.42195 -2.25982  0.1011
H13 -0.73521 -3.66420 -1.59260  0.1316
H14 0.10937 -2.19195 -2.05086  0.0711
H15 0.53751 -4.37649 1.25551  0.1342
H16 2.05309 -3.56932 1.12953  0.0588
C9 -1.72530 -2.93528 2.37943  -0.1337
C10 -1.60936 -3.63661 1.03578  -0.1141
C11 -2.55621 -2.72708 0.16563  -0.1032
O3 -2.67056 -1.47560 0.87528  -0.1171
C12 -1.86623 -1.49689 2.04405  -0.2183
H17 -0.86159 -3.01196 3.03990  0.1060
H18 -2.67676 -3.18001 2.85157  0.1219
H19 -2.04406 -4.62196 1.20381  0.1169
H20 -0.57313 -3.62603 0.69782  0.0335
H21 -3.51862 -3.23840 0.14500  0.1181
H22 -2.20614 -2.50904 -0.84334  0.0913
H23 -2.30243 -0.82360 2.78196  0.1104
H24 -0.84233 -1.15740 1.88766  0.0770
C13 -2.70831 1.91547 -3.12147  -0.1631
C14 -3.14317 1.80981 -4.57923  -0.1209
C15 -3.03530 0.33968 -4.95214  -0.1703
O4 -2.62508 -0.25364 -3.72502  -0.2329
C16 -2.80657 0.53496 -2.56031  -0.1731
H25 -3.28653 2.65905 -2.57296  0.0758
H26 -1.66224 2.21680 -3.06647  0.1321
H27 -2.47583 2.38074 -5.22483  0.1151
H28 -4.19574 2.08935 -4.53387  0.1159
H29 -2.26751 0.26295 -5.72202  0.1082
H30 -3.99166 -0.07859 -5.26605  0.1295
H31 -2.06479 0.25176 -1.81355  0.0987
H32 -3.81657 0.50255 -2.15171  0.1250
C17 -0.35228 2.21941 4.19612  -0.1285
C18 -1.71876 2.43215 3.59359  -0.1364
C19 -2.28851 1.01924 3.45213  -0.1147
O5 -1.13692 0.20976 3.21821  -0.2895
C20 0.04875 0.99489 3.43073  -0.2953
H33 -0.54944 2.00095 5.24565  0.1224
H34 0.34135 3.05714 4.12418  0.1140
H35 -1.64827 3.00694 2.67015  0.0914
H36 -2.36593 2.99497 4.26629  0.1183
H37 -2.81500 0.90667 2.50438  0.1050
H38 -2.78257 0.70515 4.37156  0.1446
H39 0.60340 1.41614 2.59228  0.0732
H40 0.74624 0.50588 4.11078  0.0390
C21 2.50939 1.59656 -0.81550  -0.1530
C22 3.14036 2.72215 -1.61739  -0.1166
C23 4.09711 3.36366 -0.60999  -0.1359
O6 3.25289 3.32861 0.55146  -0.1686
C24 2.35723 2.20904 0.52957  -0.2051
H41 3.09666 0.67829 -0.81548  0.0704
H42 1.48133 1.39342 -1.11537  0.1132
H43 2.43825 3.50327 -1.90892  0.1084
H44 3.53260 2.33294 -2.55695  0.1149
H45 4.23469 4.41065 -0.88016  0.1256
H46 5.04805 2.86576 -0.42052  0.1192
H47 1.36730 2.62026 0.72715  0.0581
H48 2.52738 1.36774 1.20141  0.1005
C25 1.91326 -0.45988 3.92752  -0.1876
C26 2.83352 -1.48941 3.37232  -0.1195
C27 1.86658 -2.40521 2.58958  -0.1316
O7 0.56682 -2.03205 3.10602  -0.1492
C28 0.66850 -1.29180 4.31124  -0.1412
H49 1.69529 0.24556 3.12569  0.0922
H50 2.31984 0.08938 4.77670  0.1500
H51 3.26637 -2.12376 4.14584  0.1301
H52 3.60138 -0.98743 2.78368  0.0727
H53 2.06292 -3.47517 2.65850  0.1293
H54 2.02905 -2.26069 1.52149  0.0669
H55 0.71755 -1.79197 5.27847  0.1393
H56 -0.20556 -0.66391 4.48402  0.1215
C29 4.14195 -2.48596 -0.58165  -0.1172
C30 3.26108 -1.28207 -0.28490  -0.2149
C31 4.07379 -0.64432 0.82220  -0.1203
O8 4.35868 -1.79715 1.71561  -0.2175
C32 4.71033 -2.87887 0.80420  -0.1247
H57 4.96523 -2.25129 -1.25638  0.1136
H58 3.60266 -3.18293 -1.22314  0.0768
H59 2.26406 -1.45367 0.12080  0.0514
H60 3.15345 -0.66863 -1.17944  0.1227
H61 3.64358 0.16269 1.41530  0.1060
H62 4.99829 -0.12744 0.56483  0.1414
H63 4.26361 -3.80485 1.16630  0.1155
H64 5.78026 -3.01885 0.65009  0.1163
C33 0.22509 0.38715 1.06234  -0.1138
C34 0.90956 -0.51595 0.03730  -0.1402
C35 0.00055 -0.46226 -1.23218  -0.0912
O9 -0.72902 0.75545 -0.99067  -0.1700
C36 -1.00304 1.00485 0.35201  -0.1962
H65 0.94398 1.13472 1.39766  0.0395
H66 -0.06475 -0.26199 1.88861  0.0675
H67 0.81488 -1.50913 0.47632  0.0789
H68 1.96586 -0.39672 -0.20374  0.0148
H69 -0.57060 -1.38556 -1.32915  0.0545
H70 0.70483 -0.30684 -2.04945  0.1517
H71 -1.86095 0.36574 0.56087  0.0892
H72 -1.28885 2.01380 0.64939  0.0375
C37 -0.53163 -3.10776 -5.39841  -0.1142
C38 -0.88348 -1.80295 -4.66565  -0.1122
C39 -1.53461 -2.19384 -3.35736  -0.2166
O10 -1.16115 -3.55489 -3.22691  -0.2273
C40 -1.16625 -4.17387 -4.49412  -0.1738
H73 0.52943 -3.33872 -5.49278  0.1054
H74 -0.91910 -3.12106 -6.41713  0.1054
H75 -1.46708 -1.09874 -5.25861  0.0722
H76 -0.00182 -1.23331 -4.37187  0.1195
H77 -2.60693 -2.00586 -3.30357  0.1426
H78 -1.11212 -1.76053 -2.45081  0.0436
H79 -2.16201 -4.57439 -4.68426  0.1214
H80 -0.53466 -5.06021 -4.43416  0.1102
C41 0.48196 4.06669 1.76238  -0.1379
C42 -0.17104 3.99025 0.38684  -0.1442
C43 0.25339 5.34263 -0.20523  -0.1894
O11 1.08960 6.04629 0.65044  -0.0912
C44 1.65365 5.03576 1.42559  -0.1883
H81 0.84109 3.08163 2.06032  0.0800
H82 -0.17332 4.57859 2.46712  0.1274
H83 -1.24090 4.01818 0.59356  0.0831
H84 -0.01055 3.09506 -0.21397  0.1188
H85 -0.57625 5.94280 -0.57886  0.1221
H86 0.86523 5.16748 -1.09014  0.1104
H87 2.00730 5.41381 2.38482  0.1277
H88 2.52606 4.59976 0.93886  0.0718

Summary:
HOMO, eV: -8.2
HOMO-LUMO gap, Eh: 0.31675
SMILES: C1CCOC1.C1CCOC1.C1CCOC1.C1CCOC1.C1CCOC1.C1CCOC1.C1CCOC1.C1CCOC1.C1CCOC1.C1CCOC1.C1CCOC1
E_LUMO, eV: 0.46

---

Version two
Here is a cluster of 11 separate species, C44H88O11 in total from OMol25. Energies are from ωB97M-V/def2-TZVPD.

Each line ends with the Löwdin charge.
CARTESIAN COORDINATES (ANGSTROEM)
C1 -2.51912 1.04733 -4.33577  -0.1422
C2 -2.65796 2.24665 -3.38615  -0.1511
C3 -3.68346 1.70804 -2.47726  -0.2316
O1 -3.67366 0.27611 -2.53590  -0.1517
C4 -2.72084 -0.17424 -3.47940  -0.2084
H1 -1.52492 1.08283 -4.78121  0.0969
H2 -3.21128 0.92724 -5.16920  0.1198
H3 -3.25800 3.05572 -3.80264  0.1181
H4 -1.80234 2.61398 -2.81950  0.0956
H5 -4.68965 1.97090 -2.80376  0.1183
H6 -3.62044 2.05197 -1.44486  0.1161
H7 -2.89187 -1.16113 -3.90940  0.1130
H8 -1.86650 -0.37994 -2.83450  0.1003
C5 3.46439 3.61309 -4.93935  -0.1521
C6 2.10822 3.61824 -4.28849  -0.1689
C7 1.82668 2.12540 -3.90801  -0.2081
O2 3.07316 1.48940 -3.93888  -0.1373
C8 3.78229 2.10124 -5.03322  -0.1719
H9 4.18526 4.15820 -4.33000  0.1117
H10 3.34962 4.09592 -5.90981  0.1088
H11 1.29854 4.00055 -4.91007  0.1061
H12 2.02918 4.31798 -3.45650  0.0834
H13 1.06909 1.65996 -4.53851  0.1028
H14 1.40418 2.20481 -2.90637  0.1111
H15 3.51578 1.59569 -5.96138  0.1158
H16 4.84430 1.91783 -4.87011  0.1165
C9 3.63230 -6.23059 -0.01165  -0.2047
C10 3.15137 -5.51314 -1.20380  -0.1707
C11 2.93027 -4.07183 -0.68103  -0.1804
O3 3.88186 -4.00159 0.35241  -0.1638
C12 4.25076 -5.23556 0.96122  -0.1827
H17 4.24870 -7.08731 -0.28403  0.1139
H18 2.76724 -6.61472 0.52891  0.1098
H19 2.26870 -5.94941 -1.67143  0.1117
H20 4.03282 -5.59893 -1.83924  0.1139
H21 1.90914 -3.96205 -0.31587  0.1149
H22 3.11022 -3.29468 -1.42384  0.1081
H23 3.70253 -5.28552 1.90199  0.1028
H24 5.30964 -5.41553 1.14689  0.1211
C13 -4.76889 -1.43473 1.74258  -0.1911
C14 -4.87089 -0.97753 0.32701  -0.1551
C15 -5.87393 -2.05641 -0.24107  -0.2103
O4 -5.63685 -3.17859 0.53647  -0.1644
C16 -4.67621 -2.96917 1.59899  -0.1504
H25 -5.60347 -1.19813 2.40258  0.1157
H26 -3.92374 -1.12992 2.35976  0.0928
H27 -3.90500 -1.09878 -0.16336  0.0941
H28 -5.24143 0.03728 0.18223  0.1113
H29 -5.70122 -2.27152 -1.29558  0.1013
H30 -6.89033 -1.68259 -0.11740  0.1132
H31 -3.78178 -3.27307 1.05516  0.1069
H32 -4.81063 -3.51543 2.53260  0.1203
C17 -0.54089 4.38812 5.06267  -0.1963
C18 0.80660 4.56692 5.65631  -0.1706
C19 1.27170 5.94405 5.00783  -0.1998
O5 0.10568 6.74554 5.09516  -0.1446
C20 -1.02045 5.85048 4.91782  -0.1646
H33 -1.18680 3.83731 5.74642  0.1000
H34 -0.53310 3.75064 4.17856  0.0987
H35 1.51698 3.76066 5.47353  0.1053
H36 0.76417 4.79844 6.72059  0.1163
H37 1.58064 5.75831 3.97916  0.1037
H38 2.18515 6.34884 5.44357  0.1128
H39 -1.31461 6.00267 3.87935  0.1133
H40 -1.76313 6.00169 5.70119  0.1187
C21 -0.91271 -0.17579 1.82182  -0.1682
C22 -0.19279 1.08707 1.51437  -0.1636
C23 -0.43055 1.07132 -0.01895  -0.1712
O6 0.11203 -0.23899 -0.24485  -0.1372
C24 -0.44810 -1.11717 0.69118  -0.1895
H41 -1.98343 0.02799 1.83310  0.1024
H42 -0.61030 -0.53735 2.80464  0.0949
H43 0.88901 1.01711 1.62802  0.1232
H44 -0.67131 1.99863 1.87238  0.1079
H45 0.10339 1.89253 -0.49708  0.0963
H46 -1.46296 1.21020 -0.33978  0.1151
H47 0.35262 -1.82768 0.89640  0.1056
H48 -1.28566 -1.74840 0.39426  0.1001
C25 0.52081 6.16021 -0.72714  -0.1682
C26 0.16768 6.39716 -2.18313  -0.1648
C27 -0.99289 5.43038 -2.39589  -0.1473
O7 -0.68295 4.32378 -1.47552  -0.1709
C28 0.25483 4.69772 -0.52427  -0.2544
H49 -0.01609 6.83184 -0.05725  0.1170
H50 1.58774 6.35550 -0.61938  0.1145
H51 0.96523 6.10950 -2.86816  0.0921
H52 0.00390 7.46570 -2.32276  0.1164
H53 -1.05882 5.02512 -3.40560  0.1102
H54 -1.92217 5.89460 -2.06567  0.1186
H55 1.21424 4.19620 -0.65125  0.1131
H56 -0.12407 4.35842 0.43979  0.1170
C29 -3.57770 -4.10801 -2.71919  -0.1728
C30 -2.14785 -3.91670 -2.43377  -0.1663
C31 -1.45783 -5.13858 -3.09051  -0.2185
O8 -2.45130 -6.02707 -3.46684  -0.1225
C32 -3.65942 -5.64797 -2.81355  -0.1752
H57 -3.96305 -3.69696 -3.65228  0.1185
H58 -4.14689 -3.69147 -1.88816  0.0938
H59 -1.95584 -3.91276 -1.36082  0.1117
H60 -1.84452 -2.99445 -2.92930  0.0929
H61 -0.56818 -5.50590 -2.57895  0.1106
H62 -1.01779 -4.82571 -4.03739  0.1030
H63 -3.70100 -6.15097 -1.84744  0.1205
H64 -4.51087 -5.93315 -3.43147  0.1187
C33 1.01230 -1.57240 -5.13635  -0.1783
C34 2.12760 -2.47595 -5.42813  -0.2157
C35 2.07011 -3.48398 -4.34601  -0.1657
O9 1.60207 -2.75132 -3.15098  -0.1305
C36 1.23732 -1.49400 -3.65825  -0.2447
H65 0.01047 -1.96276 -5.31543  0.1188
H66 1.13459 -0.63925 -5.68624  0.1140
H67 3.04635 -1.88949 -5.43532  0.1255
H68 2.07958 -2.91893 -6.42289  0.1257
H69 3.10256 -3.81912 -4.24687  0.1170
H70 1.46080 -4.36072 -4.56548  0.1147
H71 2.10475 -0.84806 -3.52248  0.1081
H72 0.53963 -0.98531 -2.99298  0.1106
C37 4.55066 -1.88222 4.27240  -0.1673
C38 4.23108 -2.34333 2.92347  -0.1738
C39 3.20905 -1.28548 2.41777  -0.1507
O10 2.57366 -0.77671 3.62067  -0.1847
C40 3.54338 -0.71681 4.63283  -0.1885
H73 5.59210 -1.57900 4.37996  0.1061
H74 4.47582 -2.68674 5.00400  0.1058
H75 3.70426 -3.28689 2.78118  0.0948
H76 5.11297 -2.23598 2.29193  0.1191
H77 2.49673 -1.75163 1.73702  0.0986
H78 3.57532 -0.37530 1.94287  0.1203
H79 3.00605 -1.06991 5.51299  0.1048
H80 3.89169 0.30558 4.77948  0.1184
C41 -1.39824 0.20909 7.07042  -0.1883
C42 -1.28996 0.28139 5.55161  -0.1653
C43 0.14751 0.74502 5.40553  -0.1757
O11 0.47290 1.52633 6.62122  -0.1719
C44 -0.34046 1.10960 7.74922  -0.1542
H81 -1.34533 -0.85031 7.32136  0.1013
H82 -2.42966 0.38010 7.37870  0.1021
H83 -1.88986 1.16735 5.34357  0.1056
H84 -1.54296 -0.56817 4.91731  0.1083
H85 0.38885 1.35061 4.53197  0.1061
H86 0.80374 -0.12497 5.38123  0.0969
H87 -0.90865 1.91947 8.20678  0.1137
H88 0.25242 0.47639 8.40926  0.1133

Summary:
HOMO, eV: -9.1
HOMO-LUMO gap, Eh: 0.35540
SMILES: C1CCOC1.C1CCOC1.C1CCOC1.C1CCOC1.C1CCOC1.C1CCOC1.C1CCOC1.C1CCOC1.C1CCOC1.C1CCOC1.C1CCOC1
E_LUMO, eV: 0.54

---

Energetically preferred structure: version two | next structure: +0.9387 hartree